## A
C9H12 | wB97M-V/def2-TZVPD

## Properties
* HOMO: -0.3220 Eh
* structure (SMILES): C1=CC[C@H]2C=CC[C@@H]2C1
* HOMO-LUMO gap: 9.890 eV

Each atom is followed by the atoms it is bonded to, with distances in Å.
Geometry (Å):
1 C 0.60324 0.99617 1.64017  C2 1.518, C9 1.546, H10 1.115, H11 1.227
2 C -0.13346 2.26693 1.25575  C1 1.518, C3 1.392, H12 1.077
3 C -0.72813 2.07472 0.01184  C2 1.392, C4 1.566, H13 1.096
4 C -0.29144 0.66452 -0.50983  C3 1.566, C5 1.532, C9 1.511, H14 1.052
5 C -1.02957 -0.27223 -1.47067  C4 1.532, C6 1.437, H15 1.029, H16 1.131
6 C -0.39033 -1.54628 -1.64872  C5 1.437, C7 1.380, H17 1.059
7 C 0.45621 -2.20999 -0.78501  C6 1.380, C8 1.553, H18 1.100
8 C 0.89984 -1.34007 0.42258  C7 1.553, C9 1.525, H19 1.150, H20 1.065
9 C 0.03530 -0.12339 0.73753  C1 1.546, C4 1.511, C8 1.525, H21 1.138
10 H 0.55302 0.80232 2.73716  C1 1.115
11 H 1.82141 0.89786 1.52803  C1 1.227
12 H -0.01669 3.19751 1.78527  C2 1.077
13 H -1.44045 2.76363 -0.45688  C3 1.096
14 H 0.63099 0.87739 -0.96914  C4 1.052
15 H -1.18575 0.18260 -2.38088  C5 1.029
16 H -2.06810 -0.63156 -1.20398  C5 1.131
17 H -0.75089 -2.07447 -2.49307  C6 1.059
18 H 0.96834 -3.16195 -0.98668  C7 1.100
19 H 1.93465 -0.86712 0.25783  C8 1.150
20 H 1.02067 -2.03601 1.21938  C8 1.065
21 H -0.88889 -0.46058 1.30934  C9 1.138

## B
C9H12 | wB97M-V/def2-TZVPD

## Properties
* HOMO: -0.2987 Eh
* structure (SMILES): C1=CC2(C=C1)CCCC2
* HOMO-LUMO gap: 9.026 eV

Each atom is followed by the atoms it is bonded to, with distances in Å.
Geometry (Å):
1 C 0.92207 1.95328 -0.85988  C2 1.650, C5 1.694, H10 1.021, H11 1.136
2 C 0.76503 0.81291 -2.04224  C1 1.650, C3 1.664, H12 1.104, H13 1.072
3 C 0.67363 -0.65108 -1.25630  C2 1.664, C4 1.667, H14 1.026, H15 1.064
4 C 0.25574 -0.21257 0.29710  C3 1.667, C5 1.396, C6 1.526, C9 1.472
5 C 0.99889 0.95050 0.50340  C1 1.694, C4 1.396, H16 1.101, H17 1.073
6 C 0.20305 -1.48895 1.13093  C4 1.526, C7 1.345, H18 1.069
7 C -1.09414 -1.53292 1.48475  C6 1.345, C8 1.441, H19 1.136
8 C -2.03874 -0.57071 0.97564  C7 1.441, C9 1.434, H20 1.087
9 C -1.11040 0.33106 0.35774  C4 1.472, C8 1.434, H21 1.127
10 H 0.10691 2.56839 -0.85519  C1 1.021
11 H 2.02963 2.16640 -0.99386  C1 1.136
12 H 0.04208 1.10686 -2.82275  C2 1.104
13 H 1.56414 0.69813 -2.74800  C2 1.072
14 H 1.61283 -1.06339 -1.27725  C3 1.026
15 H -0.06247 -1.31382 -1.64480  C3 1.064
16 H 2.01319 0.52426 0.55304  C5 1.101
17 H 0.61162 1.47548 1.35560  C5 1.073
18 H 0.79986 -2.16275 1.70794  C6 1.069
19 H -1.59135 -2.29491 2.16556  C7 1.136
20 H -3.12542 -0.60133 1.00148  C8 1.087
21 H -1.45184 1.34756 0.01146  C9 1.127

## C
C9H12 | wB97M-V/def2-TZVPD

## Properties
* HOMO: -0.3121 Eh
* HOMO-LUMO gap: 9.209 eV

Each atom is followed by the atoms it is bonded to, with distances in Å.
Geometry (Å):
1 C 1.65485 0.17655 -0.10552  C2 1.565, C3 1.226, C4 1.566
2 C 1.40863 1.69148 -0.41174  C1 1.565, C4 1.287
3 C 2.40920 -0.76883 0.09646  C1 1.226, C5 1.486
4 C 0.34069 0.97306 -0.40847  C1 1.566, C2 1.287, C9 1.434
5 C 3.42769 -1.79765 0.43322  C3 1.486, H10 1.090, H11 1.094, H12 1.058
6 C -1.75083 0.07822 -1.50591  C9 1.582, H13 1.107, H14 1.025, H15 1.067
7 C -1.73022 1.80426 0.29140  C9 1.479, H16 1.095, H17 1.048, H18 1.084
8 C -1.06346 -0.51514 0.90945  C9 1.572, H19 1.093, H20 1.190, H21 1.078
9 C -1.02735 0.59916 -0.19936  C4 1.434, C6 1.582, C7 1.479, C8 1.572
10 H 3.52308 -2.47062 -0.41916  C5 1.090
11 H 3.06358 -2.29697 1.33597  C5 1.094
12 H 4.30160 -1.22525 0.59978  C5 1.058
13 H -1.42418 -0.94688 -1.76531  C6 1.107
14 H -2.69463 -0.01442 -1.11796  C6 1.025
15 H -1.59615 0.62970 -2.40583  C6 1.067
16 H -1.34394 2.13135 1.26234  C7 1.095
17 H -2.75544 1.67269 0.46717  C7 1.048
18 H -1.59458 2.67583 -0.33946  C7 1.084
19 H -0.51804 -0.13996 1.77917  C8 1.093
20 H -0.53307 -1.47402 0.44606  C8 1.190
21 H -2.09743 -0.78258 1.05770  C8 1.078

A ends up most stable, edging out the next structure by 0.0787 hartree.

## A
C3H2ClN3O2 | wB97M-V/def2-TZVPD

## Properties
* HOMO: -0.3765 Eh
* structure (SMILES): O=C(O)c1nn[nH]c1Cl
* HOMO-LUMO gap: 10.701 eV

Each atom is followed by the atoms it is bonded to, with distances in Å.
Geometry (Å):
1 C 0.92878 -1.00050 -0.89110  C2 1.483, O9 1.346, O10 1.195
2 C -0.15467 -0.13107 -0.37207  C1 1.483, C3 1.369, N6 1.362
3 C -0.25325 0.57873 0.79480  C2 1.369, N8 1.349, Cl11 1.715
4 H 2.66273 -1.59505 -0.35786  O9 0.970
5 H -1.91444 1.83815 1.34113  N8 0.997
6 N -1.33507 0.03686 -1.03145  C2 1.362, N7 1.267
7 N -2.12847 0.76455 -0.36263  N6 1.267, N8 1.360
8 N -1.46366 1.17188 0.75208  C3 1.349, H5 0.997, N7 1.360
9 O 1.98428 -0.97097 -0.05571  C1 1.346, H4 0.970
10 O 0.86597 -1.61220 -1.91581  C1 1.195
11 Cl 0.80779 0.91962 2.09860  C3 1.715

## B
C3H2ClN3O2 | wB97M-V/def2-TZVPD

## Properties
* HOMO: -0.3484 Eh
* HOMO-LUMO gap: 9.321 eV

Each atom is followed by the atoms it is bonded to, with distances in Å.
Geometry (Å):
1 C 1.31981 -0.07950 0.79984  N4 1.312, N5 1.250, H10 1.136
2 C 0.89777 1.64715 -0.77605  N4 1.199, O7 1.148
3 C -1.07319 -0.87717 -0.39705  N5 1.811, N6 1.249, O8 1.159
4 N 1.44582 1.01078 0.08026  C1 1.312, C2 1.199
5 N 0.29682 -0.79789 0.78465  C1 1.250, C3 1.811, H11 1.048
6 N -1.74788 0.09610 0.00112  C3 1.249, Cl9 1.799
7 O 0.56625 2.46046 -1.51576  C2 1.148
8 O -0.85181 -1.86845 -0.95431  C3 1.159
9 Cl -3.33310 0.28842 -0.82836  N6 1.799
10 H 2.29100 -0.28190 1.35308  C1 1.136
11 H 0.18850 -1.59801 1.45257  N5 1.048

A ends up most stable, edging out the next structure by 0.0707 hartree.